{
  "formula": "C5H13ClNOPS",
  "method": "ωB97M-V with the def2-TZVPD basis set",
  "de_lowest_kj_mol": 0.00,
  "smiles": "C/C=N/CC.CSP(O)Cl",
  "orbital_gap_ha": 0.3291,
  "energy_ha": -1528.02871,
  "symbols": ["C", "C", "N", "C", "C", "H", "H", "H", "H", "H", "H", "H", "H", "H", "C", "S", "P", "O", "Cl", "H", "H", "H", "H"],
  "positions_angstrom": [[-0.316, -0.183, 2.650], [0.920, -0.787, 2.169], [1.116, -0.843, 0.879], [2.177, -1.609, 0.251], [2.875, -0.657, -0.628], [-0.639, -0.603, 3.651], [0.035, 0.877, 2.939], [-1.173, -0.012, 2.091], [1.549, -1.384, 2.927], [1.681, -2.266, -0.403], [2.803, -2.225, 1.094], [2.224, -0.216, -1.363], [3.390, 0.132, 0.029], [3.693, -1.112, -1.228], [-3.501, 1.352, -2.754], [-1.698, 1.071, -2.909], [-0.620, 1.626, -1.048], [-0.796, 0.284, -0.196], [-1.909, 2.761, -0.083], [-3.898, 2.259, -3.193], [-3.811, 1.214, -1.671], [-4.117, 0.595, -3.343], [0.016, -0.273, 0.137]],
  "mulliken_charge": [-1.021, 0.118, -0.223, -0.341, -1.051, 0.305, 0.254, 0.310, 0.271, 0.246, 0.289, 0.253, 0.262, 0.348, -0.764, -0.168, 0.198, -0.452, -0.238, 0.310, 0.219, 0.277, 0.597]
}

***

{
  "formula": "C5H13FN",
  "method": "ωB97M-V with the def2-TZVPD basis set",
  "de_lowest_kj_mol": 194.15,
  "orbital_gap_ha": 0.3970,
  "charge": 1,
  "energy_ha": -352.59354,
  "symbols": ["C", "C", "C", "C", "C", "N", "F", "H", "H", "H", "H", "H", "H", "H", "H", "H", "H", "H", "H", "H"],
  "positions_angstrom": [[1.455, -0.891, 1.011], [-1.652, -0.522, 0.975], [-1.606, 0.263, -1.443], [1.038, -0.339, -0.279], [-0.978, 0.326, -0.032], [1.685, 1.063, -0.366], [-0.805, 1.558, 0.434], [2.452, -1.142, 1.074], [1.307, -0.244, 1.935], [0.892, -1.868, 1.121], [-1.480, -1.598, 0.713], [-1.276, -0.416, 1.969], [-2.672, -0.266, 0.864], [-1.982, -0.749, -1.487], [-0.769, 0.485, -2.175], [-2.306, 1.067, -1.690], [1.437, -0.920, -1.153], [1.764, 1.383, -1.367], [2.647, 1.209, -0.047], [0.849, 1.599, -0.059]],
  "mulliken_charge": [-1.469, -1.601, -1.141, -0.139, 1.236, -0.306, -0.385, 0.549, 0.320, 0.309, 0.373, 0.401, 0.456, 0.335, 0.293, 0.369, 0.324, 0.370, 0.332, 0.373]
}